DFT (ωB97M-V/def2-TZVPD) results for a 5-piece molecular cluster, C30H75N5O10 overall in a non-equilibrium geometry.

Element x y z (Å)
H -0.62505 0.04644 4.13465
C 3.83666 -3.76179 2.30737
H -4.55953 3.48238 -7.49049
C 2.31090 -5.02796 0.93407
C -0.43410 1.79397 -3.99627
H 4.87204 4.49798 0.73391
O 1.02655 -1.20346 -3.23897
H -0.10805 -1.68287 -4.80609
H -0.06031 -1.54547 1.83352
C 0.29779 0.55873 3.86258
C -0.48854 -0.75555 1.21647
H 3.25764 0.39176 -2.12779
H 1.10423 -2.21697 0.01176
O 3.88113 3.19819 2.65930
C -2.26320 3.56890 5.67341
C -0.96706 4.37021 5.40382
H 3.55208 4.52401 -0.36940
H -1.39210 1.95486 -1.48586
C 4.62510 -1.47202 -0.60767
H -0.04610 2.33955 -5.98044
H 0.62782 -6.11069 -0.00473
O -1.13034 4.84766 4.04563
H -0.97697 -2.02493 -0.16759
H -0.06512 3.77691 5.55409
N -0.51799 -1.13204 -0.27793
N -0.01052 -4.56761 1.25020
C 0.94833 -1.78460 -4.55746
H 1.48160 -0.64270 -0.66705
H 5.06943 0.74114 -2.03578
H 4.39325 -3.82569 3.24237
C 0.90684 -5.71769 0.97292
H -4.97982 -1.65045 4.07347
H -3.18346 -0.51850 -7.07732
H -3.54012 -2.13788 3.25038
H -0.92830 0.06199 -7.62155
O -3.08982 -5.00315 -0.30517
C -3.23421 1.39818 6.14572
C 4.10888 0.70245 -1.52202
H -4.03433 1.36003 4.08316
H 3.62184 2.58061 4.75916
H -4.98080 2.41852 -8.80717
H 3.92044 -2.12907 -1.11741
C -3.06420 0.37822 -7.68542
H 3.63402 2.79110 -2.02853
C -1.29550 2.87207 -2.06681
H -3.33675 3.05718 -8.66672
H 4.71393 1.97775 0.52977
O -3.26218 -0.42592 4.36712
N -2.09292 2.09940 5.61871
H 3.41723 -2.78008 2.08735
C -4.12482 -1.25906 3.52222
O -1.35100 2.78160 -3.48883
H -1.54672 3.16900 3.06201
C -1.40284 -5.11719 1.21208
C 3.02768 3.73041 1.62802
H -2.99571 0.76864 7.00298
C -3.91992 0.69663 4.94043
H 2.68287 3.99269 4.19884
C -0.29723 1.40624 -5.47649
O 0.16347 1.22737 2.61276
H 0.18353 1.01303 0.47441
H 0.49734 0.66043 -5.49929
H 2.77488 1.98219 -0.81270
H -1.34135 1.63520 -7.94603
O -3.98914 1.48220 -7.34370
H -2.36791 1.54749 -5.65406
H -2.03137 -4.25515 1.43555
H -1.47142 -0.55498 1.64287
H -3.07410 0.17315 -8.75590
H -1.61318 -5.78981 2.04360
H 0.75841 1.24915 4.56916
H -1.26534 -5.81594 -0.93970
H 1.45921 -1.13813 -5.27104
C 0.82473 -1.50684 -0.76650
H -4.48658 -0.66753 2.68119
H -2.46903 -6.80764 -0.06779
C 3.79282 2.13947 -1.16931
H 0.82051 -6.50072 1.72625
H -0.41487 0.85747 -3.43885
H 0.56075 2.02858 -3.61768
N 4.57579 2.66967 -0.19291
H 2.40477 -4.16387 0.27631
C -1.96959 -5.83963 -0.10809
C 0.37055 0.47393 1.40312
C -0.74411 3.90618 3.04008
H -0.93559 5.13414 6.18068
C 3.14650 3.05276 3.89938
H 4.54224 -3.84288 1.48052
H 0.05326 -4.23670 2.20232
H -2.00011 -3.26844 -1.08153
H 0.23280 3.51227 3.32039
H -0.73405 4.28514 2.01813
H 4.79530 -1.83589 0.40561
C 0.84959 -2.11349 -2.13375
C -2.87985 -3.90695 -1.16193
H -2.98108 3.91819 4.93128
H 3.02339 -5.66916 0.41511
H -3.96089 2.13409 6.48992
H 2.53706 4.68361 1.82504
C 4.00102 3.92229 0.42084
H -0.03672 -2.71281 -2.34201
C -4.18412 2.66411 -8.10497
H -2.65601 -4.36493 -2.12538
H -0.29413 3.09575 -1.69893
H 1.07021 -0.17116 3.62024
H 1.42643 0.20423 1.42512
H 1.30836 -2.80566 -4.68362
O 4.21449 -0.21066 -0.41414
N -1.60925 0.90986 -5.84890
H -1.87193 3.75533 -1.79171
H -2.74682 3.87050 6.60253
H -4.87925 0.33179 5.30741
H 2.30343 3.00443 1.25854
O 2.71246 -4.70571 2.29911
H 2.29857 2.40705 3.67097
H 1.77970 -2.66307 -2.27850
H 5.59339 -1.49594 -1.10761
C -1.66039 0.80790 -7.31208
H -1.65619 1.78270 4.76486
H -3.76298 -3.32059 -1.41563

2S+1 = 2
ΔE to the lowest compared entry with this formula, charge and spin = 145.03 kJ/mol
total charge = +1
LUMO energy (spin up / spin down) = -2.386 / -7.430 eV
gap between HOMO and LUMO (spin up / spin down) = 7.76 / 2.71 eV
highest occupied orbital energy (spin up / spin down) = -10.14 / -10.14 eV
max |F| = 4.4 eV/A

Atom charges from the Löwdin analysis, given in e for atoms 1 to 6: 0.0748 -0.0829 0.0843 -0.2043 -0.2268 0.1109

=====

DFT (ωB97M-V/def2-TZVPD) results for one molecule with the formula C2H8N4.

Element x y z (Å)
C -0.78501 -1.04164 -0.25767
H -2.80779 -1.37092 -0.29186
N 1.09942 0.23686 -0.46418
H -0.35942 2.11366 0.61078
H 0.79681 -0.92818 -0.17674
H 1.32007 0.57764 -1.40469
N -1.99744 -1.54518 0.29612
H -2.17731 -1.11456 1.19536
N -0.98596 1.35197 0.36830
C -0.41269 0.33350 -0.12969
H 2.87680 0.36779 0.43252
H 2.00256 1.76890 0.47598
H -0.51948 -1.50829 -1.20861
N 1.94946 0.75846 0.55437

ΔE to the lowest compared entry with this formula, charge and spin = 432.22 kJ/mol
LUMO energy = 0.539 eV
gap between HOMO and LUMO = 7.66 eV
highest occupied orbital energy = -7.12 eV
max |F| = 0.2 eV/A

Atom charges from the Löwdin analysis, given in e for atoms 1 to 6: -0.3004 0.0639 -0.1092 0.0222 0.1762 0.1469

=====

DFT (ωB97M-V/def2-TZVPD) results for one molecule with the formula C4H6OS in a non-equilibrium geometry.

Element x y z (Å)
C 1.07152 0.35421 -0.80829
H 2.03468 0.72782 -1.11094
C -1.51196 -0.90929 0.02538
H 0.42997 0.29834 -1.83520
C 0.32749 1.01585 0.38724
H -0.27733 1.98364 0.22966
S 1.24788 -1.22874 -0.06295
O -2.47218 -0.31918 -0.47019
C -0.27341 -0.43905 0.71353
H -0.33750 -0.61296 1.81056
H 1.02353 1.22936 1.29446
H -1.26270 -2.10000 -0.17327

ΔE to the lowest compared entry with this formula, charge and spin = 228.76 kJ/mol
LUMO energy = 0.438 eV
SMILES = O=C[C@@H]1CCS1
gap between HOMO and LUMO = 9.64 eV
highest occupied orbital energy = -9.20 eV
max |F| = 3.4 eV/A

Atom charges from the Löwdin analysis, given in e for atoms 1 to 6: -0.5490 0.0479 -0.3105 0.1356 -0.2174 0.1263

=====

DFT (ωB97M-V/def2-TZVPD) results for one molecule with the formula C2H5N3O in a non-equilibrium geometry.

Element x y z (Å)
H 1.89584 -1.85341 -0.19210
O 1.06016 1.37588 0.05743
H -0.41448 -1.41257 0.15209
C -1.41882 0.38202 -0.04728
H -2.34056 -1.29669 0.22538
N 1.88948 -0.79260 -0.26686
N -0.26672 -0.47201 0.47872
H -1.34161 1.42094 -0.48831
H 2.77699 -0.45259 -0.14104
C 0.94647 0.10119 0.05657
N -2.51182 -0.20854 -0.22203

ΔE to the lowest compared entry with this formula, charge and spin = 172.04 kJ/mol
LUMO energy = 0.487 eV
SMILES = [H]/N=C\NC(N)=O
gap between HOMO and LUMO = 10.71 eV
highest occupied orbital energy = -10.23 eV
max |F| = 4.5 eV/A

Atom charges from the Löwdin analysis, given in e for atoms 1 to 6: 0.1522 -0.0152 0.0946 -0.2501 0.1277 0.1605

=====

DFT (ωB97M-V/def2-TZVPD) results for a 8-piece molecular cluster, C24H56N8O8 overall in a non-equilibrium geometry.

Element x y z (Å)
H 8.87105 4.72290 -2.50313
H 7.66487 4.54120 2.00788
H 1.37361 -4.94249 -0.49973
H 1.86570 9.74008 -0.97732
C -3.61519 -0.07689 0.67301
H -7.29361 -0.59964 -6.59938
O -2.66541 0.71428 2.73480
H 2.09698 -9.75520 -0.06370
H -9.51190 -5.36010 5.61385
H -13.61230 -7.75815 5.63821
O 2.29073 0.42322 9.32474
C 3.81156 9.57438 -3.34435
C 8.08205 3.11008 0.21043
C -10.31858 -4.75508 5.19993
C 0.76386 2.78934 8.66437
C -3.81833 -2.66851 -6.20474
H 0.27238 2.04616 0.90687
H -4.56149 0.45668 0.58396
H -12.23498 -5.12894 4.35578
O 4.82811 9.06651 -2.90596
H 4.39261 10.62438 -4.98597
H -3.26925 -0.25269 -0.34559
H -3.78667 -3.65731 -6.66231
N 0.51884 1.41497 8.39699
H 2.03698 -0.36624 -4.61307
C 3.89328 -1.24095 -5.53681
H 8.96349 2.98831 -2.51591
H -6.93288 -0.66958 -8.25829
H 8.20655 2.80781 2.41292
N 4.99523 -1.19277 -4.81075
H -2.01251 2.06670 -0.03176
C -12.00938 -6.17506 6.06060
H -9.98751 -4.64506 4.16728
H 1.97599 10.14648 -3.37677
N -4.98698 -1.97490 -6.83154
H 8.74543 4.88612 -0.22484
C -5.27577 -0.72048 -6.77506
H 0.93364 3.40471 7.78086
H 4.13915 8.90132 -5.41141
H 6.68756 3.20494 1.59804
H -14.00095 -6.02720 5.42056
C 2.83478 -0.16107 -5.32689
H 2.72110 10.00727 -5.30456
O -4.48655 0.04278 -6.21227
N 2.74285 10.01428 -2.73292
O -11.26870 -6.58139 6.90941
H 3.67098 -9.61789 0.56234
C -0.63205 2.33733 1.44105
H 1.62611 2.82096 9.33041
N -1.84455 1.67624 0.88444
H -5.65403 -2.52481 -7.35380
H -3.75060 -1.02525 1.19297
H 2.98702 -4.60907 -0.26985
H 2.42290 0.36752 -6.18657
H 5.02845 -0.49627 -4.08006
C 3.71324 9.77475 -4.91763
C 6.04905 -2.16426 -4.73667
H 0.59744 -0.95650 7.14615
C 8.39823 3.82495 -2.10531
N 8.48227 4.01179 -0.65659
C -13.46036 -6.75208 6.02918
C -2.66440 0.85266 1.51040
O 7.99395 1.94159 -0.19639
H 2.48416 -5.51797 -1.66418
H 5.87703 -2.60176 -3.75326
C 2.73031 -9.07069 0.50059
H 1.72973 -6.60237 0.98992
H 7.39163 3.68335 -2.49878
C 1.28535 0.36526 8.64186
H -10.21050 -3.80570 5.72443
C 2.34438 -5.43047 -0.58673
C 7.73227 3.49440 1.71166
C 2.76354 10.25048 -1.32587
N 2.39700 -6.69015 0.23682
H -0.49205 1.88068 2.42084
H -0.77270 3.41817 1.43111
H -0.33606 1.24777 7.88581
H 5.85701 -2.99895 -5.41086
C 3.03697 -7.76029 -0.26264
H -3.97140 -3.03274 -5.18887
O 3.64356 -2.09519 -6.39715
C -6.59571 -0.19914 -7.33465
H 3.40167 0.69143 -4.95275
C 0.74385 -1.03176 8.22364
H -6.66279 0.88298 -7.44708
H 2.20472 -8.91511 1.44274
H -0.06516 -1.40734 8.85016
H -13.74162 -6.70882 7.08139
H 2.62621 11.32287 -1.18727
H 3.66891 9.92363 -0.81442
H -2.86815 -2.23624 -6.51845
H -0.07792 3.12675 9.26907
O 3.89176 -7.71883 -1.09644
N -11.64401 -5.29626 5.15756
H 1.52218 -1.78734 8.33042
H 7.08274 -1.82749 -4.65813

ΔE to the lowest compared entry with this formula, charge and spin = 570.86 kJ/mol
LUMO energy = 0.310 eV
SMILES = CNC(C)=O.CNC(C)=O.CNC(C)=O.CNC(C)=O.CNC(C)=O.CNC(C)=O.CNC(C)=O.CNC(C)=O
gap between HOMO and LUMO = 9.56 eV
highest occupied orbital energy = -9.25 eV
max |F| = 4.7 eV/A

Atom charges from the Löwdin analysis, given in e for atoms 1 to 6: 0.0821 0.0656 0.0681 0.0851 0.0011 0.0814

=====

DFT (ωB97M-V/def2-TZVPD) results for an isolated ion of composition C6H12NO and charge +1 in a non-equilibrium geometry.

Element x y z (Å)
H 2.21543 2.66579 -2.30949
H -0.42800 -2.30125 1.78341
C -0.73779 -0.97238 0.12743
C -1.00969 -2.36483 0.82828
H 1.47430 -1.24788 -0.56783
H 2.46218 3.20994 -0.77641
H 1.17095 -1.04121 1.15693
N 0.86884 -0.74819 0.16343
H -2.26387 0.44722 0.73913
H -1.64714 -0.14491 -1.44285
C 1.72227 2.76095 -1.40488
C -1.27690 0.17559 1.03877
C 1.48894 1.56330 -0.71582
H -2.00116 -2.68694 0.98466
H -0.63021 -3.15257 0.11169
C 1.12886 0.52626 -0.24121
H 0.80235 3.36202 -1.59165
O -1.17547 -1.03819 -1.12591
H -0.68900 1.13406 1.16993
H -1.47490 -0.14680 2.07238

ΔE to the lowest compared entry with this formula, charge and spin = 285.46 kJ/mol
total charge = +1
LUMO energy = -3.335 eV
SMILES = CC#C[NH2+]C(C)(C)O
gap between HOMO and LUMO = 11.12 eV
highest occupied orbital energy = -14.45 eV
max |F| = 4.2 eV/A

Atom charges from the Löwdin analysis, given in e for atoms 1 to 6: 0.0735 0.0980 -0.5555 0.0146 0.2340 0.0964

=====

Number 6 is which compound? C6H12NO

=====

What is the ΔE to the lowest compared entry with this formula, charge and spin in the second record? 432.22 kJ/mol